1.
A cluster of 2 separate species, C11H17FO6 in total in a non-equilibrium geometry. Source: the OMol25 dataset; level of theory: ωB97M-V with the def2-TZVPD basis set.

CARTESIAN COORDINATES (ANGSTROEM)
C (4.85, 1.69, 1.11)
C (4.36, 0.96, 0.00)
O (3.51, -0.16, 0.29)
C (2.69, -0.49, -0.81)
O (3.06, -0.33, -2.01)
O (1.42, -1.09, -0.63)
C (0.48, -0.20, 0.05)
C (0.35, -0.52, 1.62)
C (0.73, 1.36, -0.20)
C (-0.52, 2.14, 0.53)
C (-0.85, 3.56, -0.14)
H (4.45, 1.58, 2.17)
H (5.71, 2.44, 0.95)
H (4.70, 1.29, -1.03)
H (-0.57, -0.44, -0.41)
H (0.47, -1.66, 1.77)
H (-0.74, -0.29, 1.91)
H (1.09, 0.09, 2.24)
H (1.67, 1.78, 0.31)
H (0.65, 1.66, -1.31)
H (-0.17, 2.30, 1.62)
H (-1.44, 1.47, 0.52)
H (-0.95, 4.38, 0.67)
H (-1.87, 3.55, -0.67)
H (-0.01, 3.85, -0.85)
C (-2.76, -3.67, -0.53)
C (-4.03, -3.29, -1.23)
O (-4.25, -1.96, -0.78)
C (-3.01, -1.45, -0.54)
O (-2.78, -0.29, -0.41)
O (-2.07, -2.43, -0.46)
F (-5.07, -4.05, -0.81)
H (-2.93, -4.05, 0.48)
H (-2.19, -4.41, -1.10)
H (-3.97, -3.31, -2.32)

structure (SMILES): C=COC(=O)O[C@@H](C)CCC.O=C1OC[C@@H](F)O1
LUMO energy: 0.58 eV
orbital gap: 10.05 eV
energy: -26682.13834 eV
HOMO: -9.4734 eV
2S+1: 1
energy above the lowest of the compared OMol25 structures with the same formula, charge and spin: 0.00 kcal per mole


2.
A structure of composition C11H17GeNO2Re in a non-equilibrium geometry. Source: the OMol25 dataset; level of theory: ωB97M-V with the def2-TZVPD basis set.

CARTESIAN COORDINATES (ANGSTROEM)
Re (0.45, -1.20, -0.84)
O (1.87, 2.58, -1.57)
C (1.73, 1.43, -1.22)
O (0.83, 0.60, -1.63)
C (2.66, 0.84, -0.18)
C (3.56, 1.64, 0.49)
C (4.35, 1.07, 1.47)
C (4.21, -0.29, 1.74)
C (3.29, -1.02, 1.02)
N (2.53, -0.47, 0.08)
H (3.61, 2.69, 0.23)
H (5.07, 1.67, 2.02)
H (4.81, -0.77, 2.50)
H (3.16, -2.08, 1.18)
C (-3.27, -1.21, -1.42)
Ge (-2.55, 0.21, -0.25)
C (-2.15, 1.83, -1.28)
C (-3.82, 0.66, 1.20)
C (-0.95, -0.60, 0.64)
H (-4.16, -0.90, -1.95)
H (-3.50, -2.10, -0.83)
H (-2.50, -1.49, -2.15)
H (-3.08, 2.24, -1.69)
H (-1.47, 1.62, -2.10)
H (-1.69, 2.59, -0.65)
H (-4.76, 1.04, 0.79)
H (-3.40, 1.43, 1.84)
H (-4.04, -0.21, 1.80)
H (-1.29, -1.38, 1.31)
H (-0.43, 0.17, 1.23)
C (0.31, -3.11, -0.60)
H (0.33, -3.72, 0.31)
H (0.28, -3.79, -1.47)

LUMO energy (alpha / beta): -0.52 / -0.39 eV
orbital gap (alpha / beta): 7.27 / 7.03 eV
energy: -75910.44427 eV
HOMO (alpha / beta): -7.7872 / -7.4109 eV
<S²>: 0.780
2S+1: 2
energy above the lowest of the compared OMol25 structures with the same formula, charge and spin: 0.00 kcal per mole


3.
A cluster of 2 separate species, C11H17N2 in total in a non-equilibrium geometry. Source: the OMol25 dataset; level of theory: ωB97M-V with the def2-TZVPD basis set.

CARTESIAN COORDINATES (ANGSTROEM)
C (-1.04, -1.00, -2.27)
C (2.11, -0.93, -0.55)
C (1.20, -0.22, -1.33)
C (0.33, -1.27, -1.83)
C (0.89, -2.48, -1.51)
C (2.90, -0.36, 0.47)
C (2.76, 1.04, 0.62)
C (1.10, 1.17, -1.15)
C (1.82, 1.75, -0.15)
N (2.21, -2.25, -0.96)
H (2.76, -3.00, -0.55)
H (3.60, -0.83, 1.08)
H (0.54, -3.49, -1.58)
H (3.25, 1.46, 1.51)
H (0.42, 1.76, -1.76)
H (-1.63, -0.52, -1.44)
H (-1.57, -1.85, -2.70)
H (1.86, 2.83, -0.08)
H (-1.12, -0.13, -2.93)
C (-1.96, 0.88, 2.13)
C (-3.19, 0.36, 1.43)
N (-0.81, 1.10, 1.16)
H (-2.18, 1.77, 2.72)
H (-1.66, 0.20, 2.90)
H (-4.08, 0.48, 2.11)
H (-3.31, -0.74, 1.24)
H (-0.63, 2.09, 1.07)
H (0.03, 0.70, 1.58)
H (-1.03, 0.57, 0.32)
H (-3.58, 0.88, 0.47)

LUMO energy: -3.10 eV
orbital gap: 8.09 eV
energy: -14655.61062 eV
HOMO: -11.1970 eV
charge: +1
2S+1: 1
energy above the lowest of the compared OMol25 structures with the same formula, charge and spin: 35.70 kcal per mole


4.
The ion C11H17N2O with charge +1 in a non-equilibrium geometry. Source: the OMol25 dataset; level of theory: ωB97M-V with the def2-TZVPD basis set.

CARTESIAN COORDINATES (ANGSTROEM)
C (-3.64, -0.73, 0.18)
C (-2.64, -0.95, -0.78)
C (-3.61, 0.45, 0.97)
C (-1.57, -0.04, -1.02)
C (-2.61, 1.37, 0.73)
C (-1.56, 1.09, -0.13)
C (-0.60, -0.35, -2.11)
C (2.48, -1.62, 0.76)
C (-0.35, 1.92, -0.29)
C (1.96, -0.42, 1.56)
C (0.89, 1.12, 0.01)
N (1.98, 1.42, -0.62)
N (0.84, 0.24, 0.94)
O (0.66, -0.75, -1.64)
H (-4.29, -1.53, 0.43)
H (-2.63, -1.95, -1.32)
H (-4.17, 0.65, 1.80)
H (-1.00, -1.20, -2.68)
H (-2.30, 2.21, 1.38)
H (-0.45, 0.59, -2.63)
H (3.41, -1.22, 0.35)
H (2.68, -2.48, 1.41)
H (1.78, -1.89, -0.11)
H (-0.22, 2.18, -1.29)
H (-0.42, 2.87, 0.20)
H (2.80, 0.27, 1.72)
H (1.71, -0.62, 2.73)
H (2.84, 0.95, -0.74)
H (1.96, 2.13, -1.22)
H (-0.10, 0.15, 1.28)
H (1.04, -1.46, -2.24)

structure (SMILES): CC/[NH+]=C(\N)Cc1ccccc1CO
LUMO energy: -2.61 eV
orbital gap: 9.96 eV
energy: -16703.23393 eV
HOMO: -12.5673 eV
charge: +1
2S+1: 1
energy above the lowest of the compared OMol25 structures with the same formula, charge and spin: 34.81 kcal per mole


5.
A cluster of 2 separate species, C11H17N4 in total in a non-equilibrium geometry. Source: the OMol25 dataset; level of theory: ωB97M-V with the def2-TZVPD basis set.

CARTESIAN COORDINATES (ANGSTROEM)
C (-0.81, -3.37, 1.46)
C (-0.86, -2.30, 0.84)
C (-3.47, -1.61, -0.39)
C (2.97, -2.00, -0.68)
C (-4.66, -1.15, -0.69)
C (1.03, 2.47, 0.12)
C (0.82, 1.79, -1.13)
C (1.34, 1.49, 1.19)
C (-0.47, 0.95, -0.98)
C (-0.04, 0.76, 1.36)
C (-1.30, -1.12, 0.26)
N (-2.36, -0.77, -0.29)
N (2.05, -1.28, -0.61)
N (3.93, -2.86, -0.66)
N (-0.28, -0.02, 0.10)
H (-0.68, -4.24, 1.91)
H (-3.36, -2.62, 0.04)
H (-4.55, -0.17, -1.15)
H (-5.50, -1.77, -0.73)
H (1.99, 3.03, -0.03)
H (0.25, 3.16, 0.34)
H (0.69, 2.50, -1.91)
H (1.69, 1.23, -1.36)
H (2.14, 0.74, 0.87)
H (1.35, 1.97, 2.17)
H (-1.25, 1.64, -0.70)
H (-0.83, 0.55, -1.84)
H (-0.23, 0.08, 2.16)
H (-0.80, 1.55, 1.35)
H (3.84, -3.74, -1.15)
H (4.78, -2.37, -0.70)
H (0.78, -0.44, -0.22)

LUMO energy: -3.47 eV
orbital gap: 9.00 eV
energy: -17632.27199 eV
HOMO: -12.4694 eV
charge: +1
2S+1: 1
energy above the lowest of the compared OMol25 structures with the same formula, charge and spin: 137.65 kcal per mole


6.
The ion C11H17N4 with charge +1 in a non-equilibrium geometry. Source: the OMol25 dataset; level of theory: ωB97M-V with the def2-TZVPD basis set.

CARTESIAN COORDINATES (ANGSTROEM)
C (0.33, 2.97, -1.58)
C (-0.57, 2.77, -0.56)
C (-1.25, -0.38, 1.70)
C (-1.85, -1.74, 1.94)
C (-0.72, -1.70, -1.07)
C (0.20, -0.64, -1.41)
C (0.61, -1.67, -0.27)
C (0.05, 0.83, -1.25)
C (0.88, -1.18, 1.05)
C (1.33, 1.58, -3.33)
C (0.87, 0.18, 2.98)
N (0.73, 1.74, -2.02)
N (-0.74, 1.45, -0.35)
N (0.18, -0.45, 1.86)
N (-1.18, -2.77, 1.87)
H (0.73, 3.82, -1.98)
H (-1.11, 3.39, 0.05)
H (-1.84, 0.20, 2.34)
H (-2.97, -1.88, 2.22)
H (-1.75, -1.49, -0.70)
H (-0.61, -2.56, -1.63)
H (0.87, -0.79, -2.38)
H (1.46, -2.21, -0.59)
H (-1.41, 0.06, 0.75)
H (1.98, -1.44, 1.22)
H (1.74, 2.61, -3.65)
H (2.22, 0.89, -3.14)
H (0.45, 1.07, -3.91)
H (0.34, 1.28, 3.05)
H (0.54, -0.48, 3.84)
H (1.97, 0.27, 2.97)
H (-1.49, -3.71, 1.99)

structure (SMILES): [H]/N=C/C/[N+](C)=C\[C@H]1C[C@H]1c1nccn1C
LUMO energy: -3.42 eV
orbital gap: 8.27 eV
energy: -17632.92261 eV
HOMO: -11.6914 eV
charge: +1
2S+1: 1
energy above the lowest of the compared OMol25 structures with the same formula, charge and spin: 122.65 kcal per mole


7.
The molecule C11H17N5O4 in a non-equilibrium geometry. Source: the OMol25 dataset; level of theory: ωB97M-V with the def2-TZVPD basis set.

CARTESIAN COORDINATES (ANGSTROEM)
C (-2.33, -1.42, 0.86)
C (-1.12, -1.36, -0.13)
C (-3.67, -0.91, 0.18)
C (-3.41, 0.53, -0.13)
C (-3.24, 0.95, -1.42)
C (-3.20, 2.68, -0.04)
C (1.38, -0.91, -0.18)
C (1.95, -2.33, -0.30)
C (2.35, -0.07, 0.65)
C (3.50, 0.42, -0.32)
C (4.13, 1.77, 0.11)
H (-2.51, 0.09, 2.09)
H (-2.86, -1.23, 2.75)
H (-2.32, -2.57, 1.06)
H (-3.81, -1.42, -0.83)
H (-4.46, -1.03, 0.92)
H (-3.00, 0.29, -2.23)
H (-3.23, 3.74, 0.18)
H (-2.66, 3.05, -2.03)
H (0.15, -0.92, 1.41)
H (1.20, -0.56, -1.26)
H (1.86, 0.82, 0.86)
H (2.73, -0.61, 1.53)
H (2.90, 0.50, -1.35)
H (4.21, -0.46, -0.30)
H (6.02, 1.37, -1.05)
H (5.74, 2.93, -0.15)
H (0.38, -2.59, -1.36)
N (-2.18, -0.87, 2.13)
N (-3.35, 1.66, 0.86)
N (-3.03, 2.37, -1.32)
N (0.13, -1.05, 0.44)
N (5.42, 1.92, -0.21)
O (-1.28, -1.63, -1.32)
O (3.03, -2.70, 0.18)
O (3.50, 2.64, 0.74)
O (1.11, -3.11, -1.00)

structure (SMILES): NC(=O)CC[C@H](NC(=O)[C@@H](N)Cc1c[nH]cn1)C(=O)O
LUMO energy: 0.50 eV
orbital gap: 9.50 eV
energy: -27322.88597 eV
HOMO: -9.0007 eV
2S+1: 1
energy above the lowest of the compared OMol25 structures with the same formula, charge and spin: 66.59 kcal per mole


Look up the energy of the second one.
-75910.44427 eV